[1]
The following is a quantum chemistry calculation of a structure of composition C26H24FN2O5STi at a distorted geometry, from the Open Molecules 2025 dataset.

Each line ends with the Löwdin charge.
Positions of all 60 atoms, in Å:
Ti 0.57820 0.25810 -0.85960  1.08
O -4.61920 3.22820 -1.20680  0.01
C -3.40600 2.54790 -1.14740  -0.29
C -2.89330 1.86100 -2.24660  0.04
C -1.69860 1.16800 -2.10760  -0.16
N -1.14760 1.00840 -0.85370  -0.03
C -1.41090 1.99140 0.05260  -0.17
C -2.56820 2.73360 -0.03210  0.05
C -0.17940 2.37010 0.85090  -0.61
O -0.24040 3.19530 1.76180  0.03
O 0.89330 1.83580 0.39680  -0.10
C -0.64210 1.07620 -3.16410  -0.58
O -0.88780 1.23150 -4.36190  0.03
O 0.53900 0.99280 -2.64910  -0.14
H -4.93810 3.15600 -2.11410  0.09
H -3.35400 1.92970 -3.22690  0.12
H -2.79370 3.49010 0.70210  0.12
C 4.64320 -0.68570 0.06550  -0.07
C 3.91400 -0.91330 -1.26880  -0.37
C 3.23380 0.37730 -1.72810  -0.07
C 3.01280 -2.13180 -1.18700  -0.19
C 3.47170 -3.29720 -1.74170  -0.13
C 2.82070 -4.51910 -1.58740  -0.19
C 1.70920 -4.58070 -0.74090  -0.13
C 1.17240 -3.47220 -0.15490  -0.20
C -0.02400 -3.61440 0.76250  -0.37
C 0.34400 -4.47990 1.97500  -0.07
C -1.24220 -4.19280 0.02990  -0.08
C 1.63250 -2.10800 -0.58670  -0.47
N 1.34420 -1.04130 0.36570  -0.07
C 1.52540 -1.14530 1.68230  -0.24
C 2.50910 -1.88630 2.38520  -0.04
C 2.59100 -1.81690 3.76100  -0.13
C 1.71220 -1.05080 4.51390  -0.13
C 0.67080 -0.38490 3.86660  -0.03
C 0.59960 -0.45580 2.50510  -0.19
F -0.50800 0.02910 1.84600  0.03
H 5.39470 0.09960 -0.03750  0.06
H 5.14870 -1.60130 0.37890  0.07
H 3.93410 -0.39560 0.83890  0.06
H 4.69190 -1.14110 -2.01600  0.12
H 2.50330 0.72880 -0.97160  0.03
H 2.71560 0.21250 -2.67800  0.08
H 3.98070 1.16470 -1.87700  0.09
H 4.41460 -3.28410 -2.28390  0.09
H 3.20080 -5.41130 -2.06580  0.05
H 1.28860 -5.55590 -0.51760  0.09
H -0.32810 -2.62520 1.12200  0.12
H 0.60440 -5.48950 1.66040  0.06
H -0.48440 -4.54350 2.68060  0.06
H 1.19870 -4.04760 2.49090  0.05
H -1.04110 -5.19320 -0.35060  0.07
H -1.49680 -3.55090 -0.81050  0.05
H -2.10200 -4.23700 0.70130  0.06
H 3.18950 -2.51500 1.82750  0.11
H 3.36990 -2.37230 4.27040  0.09
H 1.80910 -0.99700 5.59070  0.08
H -0.08560 0.15970 4.41290  0.11
S 0.19220 -2.49990 -2.99550  0.65
C 0.63010 -1.59410 -1.70120  -0.64

Atomic forces in eV per Å
0.560 0.558 -0.252
0.320 -0.143 -0.001
-0.032 -0.093 -0.215
0.071 -0.275 0.109
-0.347 0.469 -0.279
-0.937 0.187 -0.015
-0.550 0.724 0.431
0.131 -0.322 0.131
-0.771 1.354 0.950
-0.128 -0.408 -0.332
0.632 -0.388 -0.052
-1.130 0.410 -1.829
0.052 -0.166 0.808
0.615 0.098 -0.423
0.022 -0.017 0.120
0.117 0.076 -0.038
0.120 0.119 0.077
0.058 0.094 -0.253
-0.138 -0.097 0.463
0.052 -0.506 -0.434
0.570 0.182 -0.137
-0.150 -0.298 0.234
0.674 -0.475 -0.617
-0.151 0.600 0.514
0.359 -0.914 0.269
0.097 -0.138 0.003
-0.209 0.252 0.010
0.001 0.256 0.120
-1.191 -0.876 -1.331
0.093 -0.026 -0.242
0.206 0.194 1.796
-0.318 0.270 -0.651
0.038 0.074 0.463
-0.018 -0.056 -0.039
-0.018 0.033 0.143
-0.182 -0.380 -0.670
0.383 -0.118 0.794
0.119 0.207 0.084
-0.056 -0.003 0.013
0.054 0.053 0.066
-0.225 -0.009 0.060
1.085 0.357 -0.094
0.085 0.098 0.191
-0.301 0.188 0.231
0.061 0.090 -0.045
0.055 -0.083 -0.030
-0.127 -0.072 0.038
0.072 -0.126 0.000
0.036 -0.105 -0.061
-0.195 -0.063 0.158
0.014 -0.075 0.046
0.055 -0.094 -0.036
-0.036 -0.047 -0.097
-0.152 -0.087 0.100
0.001 0.062 -0.109
0.035 -0.045 -0.015
-0.016 0.005 0.009
-0.053 0.068 0.008
-0.234 0.575 0.679
0.825 -1.148 -0.824

## Properties
Energy: -2838.40851 hartree
E_LUMO (spin up / spin down): 4.402 / 4.390 eV
F_max: 2.2 eV/A
2S+1: 2
Frontier orbital gap (spin up / spin down): 3.730 / 3.697 eV
Net charge: -2
HOMO (spin up / spin down): 0.025 / 0.025 hartree

---

[2]
The following is a quantum chemistry calculation of a cluster of 2 separate species, C26H24FNO3 in total at a distorted geometry, from the Open Molecules 2025 dataset.

Each line ends with the Löwdin charge.
Positions of all 55 atoms, in Å:
C -0.24841 -3.59681 3.69215  0.03
C -1.07659 -2.65512 3.25431  -0.12
C -2.14043 -1.45690 2.92742  -0.18
C -2.30548 -0.60012 4.28245  -0.21
C -2.39943 0.99717 4.10397  -0.17
C -1.42050 1.65347 3.02225  -0.07
C -2.03059 2.83656 2.12339  -0.10
C -3.53838 3.36809 2.28348  -0.10
C -4.72684 3.92380 2.41878  0.08
C -1.16297 3.59960 1.01093  0.05
C 0.34387 3.23368 0.75713  -0.01
C 0.91150 2.07438 1.66663  0.04
C 0.09361 1.30007 2.76111  -0.05
C 0.83494 0.18132 3.62338  -0.13
C 1.68079 -0.80865 2.96062  0.01
C 2.43545 1.97926 1.17485  -0.27
O 3.45137 1.35592 1.61780  0.04
N 2.58275 2.86393 0.00161  -0.01
C 3.28225 2.33326 -1.21034  -0.15
C 3.07149 0.75961 -1.48688  -0.13
C 1.58243 0.41856 -2.08637  -0.23
O 0.87288 -0.57732 -1.29234  -0.13
C 1.45339 3.82444 -0.23928  -0.27
O 1.46643 4.83072 -1.01058  0.05
H 0.56257 -4.07081 4.37380  0.05
H -1.75222 -0.87743 2.01605  0.11
H -3.11064 -2.00600 2.58702  0.12
H -3.27663 -0.98549 4.80496  0.12
H -1.45306 -0.85024 5.03964  0.11
H -3.52690 1.25257 3.94421  0.12
H -2.13701 1.47071 5.13814  0.13
H -5.78960 4.32341 2.54000  0.05
H -1.61290 4.44660 0.35131  0.12
H 0.73526 0.06400 4.77799  0.12
H 1.33175 -1.46219 2.08119  0.08
H 2.77307 -0.89449 3.30367  0.08
H 4.41597 2.61329 -1.20283  0.14
H 2.84507 2.89304 -2.13050  0.13
H 3.31042 0.07123 -0.59934  0.11
H 3.81468 0.46309 -2.33642  0.12
H 1.73221 -0.06461 -3.14126  0.12
H 0.96521 1.38311 -2.28042  0.12
H 0.01598 -0.81632 -1.72914  0.08
F -1.42735 -1.94735 -3.27096  0.05
C -0.83559 -2.58706 -4.29310  -0.29
C -0.02877 -3.68501 -4.03405  -0.02
C 0.58049 -4.35112 -5.09350  -0.08
C 0.38437 -3.90467 -6.39927  -0.10
C -0.42391 -2.79792 -6.64726  -0.08
C -1.04213 -2.13840 -5.58897  -0.02
H 0.11871 -4.01261 -3.01110  0.12
H 1.20764 -5.21610 -4.90261  0.11
H 0.86363 -4.42222 -7.22504  0.10
H -0.57224 -2.44914 -7.66442  0.11
H -1.68159 -1.28074 -5.76426  0.12

Atomic forces in eV per Å
-4.016 5.797 -1.232
3.681 -4.152 2.540
1.077 -2.154 -0.013
-0.049 -0.450 0.694
0.038 0.009 0.565
0.707 2.821 -2.972
1.590 0.123 -0.672
-4.080 2.279 0.614
6.059 -3.136 -0.667
1.873 -1.771 1.148
-3.196 -1.810 3.447
-1.815 1.399 -0.713
-1.386 0.656 -0.613
1.211 -1.351 -2.136
-1.268 2.117 1.082
2.071 -1.002 0.801
-4.554 2.363 -1.775
-1.785 0.236 -0.330
1.049 0.019 -1.236
-0.329 -0.316 -0.845
0.451 -0.282 -1.385
-0.193 0.857 -0.522
0.226 0.365 -0.107
-0.216 -4.757 3.308
-1.950 0.883 -1.903
-0.435 -0.700 1.544
1.622 1.189 0.776
1.706 0.891 -0.915
-1.432 0.362 -1.686
2.274 -0.070 -0.255
-0.387 -0.798 -1.789
2.299 -0.838 -0.283
0.627 -1.762 1.545
0.740 1.346 -2.084
0.865 2.056 0.654
-2.089 -0.924 0.299
-2.035 -0.693 0.215
0.680 -0.808 1.700
-0.478 1.244 -1.210
-1.198 0.667 1.598
-0.126 0.994 1.706
0.914 -1.447 0.691
1.205 0.485 0.354
-0.106 0.195 0.272
0.494 -0.535 -0.834
-0.018 -0.011 0.202
-0.185 0.288 -0.184
0.025 -0.032 0.010
0.102 -0.182 0.264
-0.106 0.160 0.056
-0.036 0.051 -0.053
-0.081 0.125 0.020
-0.068 0.075 0.109
-0.015 -0.026 0.148
0.043 -0.044 0.050

## Properties
Energy: -1384.91921 hartree
E_LUMO: -1.187 eV
F_max: 7.2 eV/A
Frontier orbital gap: 6.918 eV
SMILES string: C#CCCCc1c(C#C)cc2c(c1C=C)C(=O)N(CCCO)C2=O.Fc1ccccc1
HOMO: -0.298 hartree

---

[3]
The following is a quantum chemistry calculation of a structure of composition C26H24HfN6O7SSe at a distorted geometry, from the Open Molecules 2025 dataset.

Each line ends with the Löwdin charge.
Positions of all 66 atoms, in Å:
Hf 0.77181 0.46088 0.06712  1.57
N -4.49049 -4.73431 3.48894  0.12
C -3.73071 -3.63635 3.19561  -0.31
C -4.19531 -2.34638 3.49575  -0.02
C -3.44107 -1.23969 3.17711  -0.05
C -2.21170 -1.40283 2.55220  -0.30
C -1.73237 -2.67201 2.24599  -0.05
C -2.48437 -3.77979 2.56354  -0.01
S -1.27543 0.00167 2.12986  0.66
O 0.14722 -0.41916 2.12533  -0.37
O -1.65094 1.12437 2.93357  -0.25
N -1.44773 0.30695 0.54325  -0.21
C -1.72098 1.63749 0.23474  -0.51
N -0.60420 2.39451 0.19507  0.02
C -0.71791 3.69611 -0.06919  -0.08
C -1.96368 4.24305 -0.30405  -0.02
C -3.04623 3.37160 -0.29407  -0.08
N -2.93876 2.06941 -0.03648  0.18
H -5.26091 -4.63369 4.12529  0.10
H -4.05519 -5.63942 3.47161  0.10
H -5.14959 -2.22295 3.99271  0.12
H -3.79197 -0.24592 3.42574  0.12
H -0.76034 -2.78918 1.78250  0.12
H -2.10707 -4.76973 2.33985  0.12
H 0.19676 4.27359 -0.10238  0.13
H -2.09359 5.29528 -0.50622  0.11
H -4.04563 3.73596 -0.50390  0.12
O 6.30402 1.15704 4.59000  0.00
C 5.16098 0.72016 4.75993  -0.74
O 4.54959 0.26233 5.73332  0.01
C 4.27561 0.81159 3.50513  -0.05
C 3.60373 1.99595 3.18258  0.03
C 2.71938 2.01680 2.13302  -0.10
N 2.48965 0.94115 1.36229  -0.10
C 3.16556 -0.20178 1.64227  -0.19
C 4.04618 -0.30332 2.68796  0.09
C 2.84242 -1.42107 0.80710  -0.52
O 3.41262 -2.46407 0.93069  0.15
O 1.82188 -1.23615 -0.04455  -0.21
H 3.76620 2.89002 3.76820  0.13
H 2.16825 2.91550 1.88239  0.11
H 4.54015 -1.24639 2.87291  0.15
Se 2.28651 1.69670 -1.77156  0.69
C 2.45861 0.51979 -3.27250  -0.63
C 1.90965 -0.75835 -3.33898  -0.12
C 2.08240 -1.50458 -4.49822  -0.15
N 2.74128 -1.07913 -5.56649  0.05
C 3.27704 0.13723 -5.49109  -0.15
C 3.16827 0.96652 -4.38780  -0.12
H 1.38414 -1.19391 -2.50283  0.07
H 1.66441 -2.50601 -4.55694  0.11
H 3.82501 0.47421 -6.36515  0.11
H 3.62667 1.94657 -4.39741  0.10
C -1.91642 -0.67675 -3.56481  -0.14
C -1.94636 0.83536 -3.77480  -0.13
C -0.72531 1.29509 -2.99868  -0.19
O -0.54445 0.31105 -1.92996  -0.36
C -1.52287 -0.75974 -2.10808  -0.17
H -1.15589 -1.13835 -4.19661  0.12
H -2.87303 -1.15889 -3.75626  0.12
H -2.86132 1.26083 -3.35827  0.12
H -1.87754 1.12232 -4.82203  0.12
H -0.83217 2.27730 -2.54253  0.10
H 0.17053 1.28886 -3.61188  0.09
H -2.36770 -0.57953 -1.44602  0.11
H -1.03732 -1.69384 -1.82384  0.13

Atomic forces in eV per Å
-0.016 -0.544 -1.052
-0.029 -0.048 -0.031
0.077 0.095 -0.015
-0.004 -0.058 0.002
-0.079 0.124 0.053
0.160 0.181 -0.095
0.112 -0.056 -0.044
-0.067 0.006 0.030
-0.259 -0.328 -0.064
0.172 0.273 0.051
-0.038 -0.049 0.064
0.061 0.202 0.360
-0.193 0.305 0.132
0.109 -0.047 0.135
-0.152 -0.037 -0.112
0.044 -0.017 0.008
0.040 0.043 0.005
0.001 -0.001 0.005
0.012 0.004 0.012
-0.001 0.003 0.013
0.008 -0.009 -0.008
0.014 -0.033 -0.012
-0.019 -0.009 0.014
-0.006 0.005 0.000
0.006 0.019 -0.005
0.030 -0.002 0.003
0.001 -0.016 0.003
0.092 -0.057 0.029
-0.123 0.319 -0.251
0.005 -0.105 -0.022
-0.080 -0.099 0.231
0.072 -0.084 -0.026
0.091 0.073 -0.023
-0.333 -0.331 0.138
0.239 -0.232 0.181
0.026 0.199 -0.091
0.183 -0.246 0.221
0.046 0.067 -0.031
-0.522 0.558 -0.060
-0.007 -0.007 0.023
-0.035 0.009 -0.005
-0.022 -0.018 0.008
0.344 0.252 0.050
-0.107 -0.068 -0.029
0.166 -0.009 -0.031
-0.096 -0.027 0.203
0.064 0.005 -0.167
0.024 0.034 -0.034
-0.095 0.037 0.150
0.056 -0.049 -0.024
0.019 0.031 -0.001
-0.011 -0.008 0.019
-0.004 -0.006 0.013
0.038 0.013 -0.017
-0.017 -0.036 0.016
-0.011 0.087 -0.053
-0.084 -0.136 0.143
0.120 -0.187 -0.070
0.004 0.015 -0.002
-0.006 -0.002 0.013
-0.004 -0.022 0.017
0.004 0.015 -0.006
-0.005 -0.001 0.012
-0.023 -0.011 0.002
-0.002 0.025 0.017
0.005 -0.002 0.004

## Properties
Energy: -4708.18124 hartree
E_LUMO: -1.499 eV
F_max: 1.2 eV/A
Frontier orbital gap: 6.113 eV
Energy above the lowest of the compared OMol25 structures with the same formula, charge and spin: 15.8 kcal/mol
HOMO: -0.280 hartree

---

[4]
The following is a quantum chemistry calculation of a structure of composition C26H24IrN2O7PS4, from the Open Molecules 2025 dataset.

Each line ends with the Löwdin charge.
Positions of all 65 atoms, in Å:
Ir -1.08561 -0.22009 0.84891  1.16
C 2.39225 -2.01699 -1.14414  0.02
C 1.68325 -1.09830 -0.20258  -0.53
O 0.44575 -0.98644 -0.29956  -0.15
N 2.43422 -0.43307 0.66912  0.11
C 1.97582 0.61760 1.55774  -0.09
C 1.21282 0.13742 2.76134  -0.23
C 1.80848 0.13361 4.00995  0.00
C 1.09164 -0.27561 5.12003  -0.03
C -0.22440 -0.65940 4.94949  -0.03
C -0.76622 -0.63227 3.68071  -0.12
N -0.06285 -0.24900 2.60658  -0.06
H 1.88321 -1.99394 -2.10471  0.10
H 2.32273 -3.02715 -0.74469  0.05
H 3.43983 -1.74744 -1.26703  0.09
H 3.40313 -0.69681 0.71323  0.15
H 1.36543 1.32667 1.00295  0.10
H 2.86336 1.14466 1.90039  0.14
H 2.83677 0.45496 4.10046  0.12
H 1.55215 -0.28586 6.09862  0.12
H -0.83777 -0.97917 5.77890  0.12
H -1.78797 -0.92718 3.49444  0.08
O -4.87866 0.22775 0.16919  -0.24
S -3.52828 0.67120 0.20694  0.55
O -2.56575 -0.03746 -0.68271  -0.42
O -2.87158 0.54666 1.56905  -0.44
C -3.53004 2.39754 -0.24484  -0.22
C -4.79862 2.95606 -0.32306  -0.05
C -4.96324 4.30261 -0.61240  -0.06
C -3.85442 5.09959 -0.81551  -0.05
C -2.58216 4.54799 -0.74583  -0.05
C -2.39824 3.20143 -0.47674  -0.21
S -0.68646 2.65278 -0.50102  0.50
O -0.48224 1.85953 -1.68347  -0.28
O 0.09242 3.85069 -0.35652  -0.29
O -0.59208 1.85430 0.78388  -0.47
H -5.65662 2.32398 -0.15018  0.11
H -5.96001 4.71878 -0.66902  0.11
H -3.96926 6.15354 -1.03089  0.11
H -1.70408 5.15672 -0.90511  0.11
S 1.25129 -3.43849 1.89042  0.27
P -0.49358 -3.80044 1.06355  0.17
S -1.95500 -2.35479 1.15623  0.42
C -0.31323 -4.33214 -0.66614  -0.41
C -1.07729 -3.78013 -1.68644  -0.09
C -0.89884 -4.21094 -2.99530  -0.07
C 0.02796 -5.20103 -3.28327  -0.08
C 0.78513 -5.76407 -2.26203  -0.08
C 0.61943 -5.32800 -0.95790  -0.12
C -1.38135 -5.17008 1.86227  -0.40
C -1.99216 -6.18490 1.13613  -0.07
C -2.67872 -7.19480 1.79849  -0.08
C -2.75562 -7.19213 3.18165  -0.08
C -2.14431 -6.17812 3.91023  -0.08
C -1.45853 -5.17195 3.25346  -0.11
H -1.79413 -3.00150 -1.45830  0.07
H -1.48630 -3.76803 -3.78891  0.11
H 0.16262 -5.53601 -4.30382  0.10
H 1.50792 -6.53858 -2.48419  0.10
H 1.22290 -5.74317 -0.15898  0.10
H -1.94096 -6.18995 0.05498  0.10
H -3.15395 -7.98265 1.22876  0.10
H -3.29086 -7.98012 3.69557  0.10
H -2.20177 -6.17585 4.99092  0.10
H -0.96753 -4.38530 3.81411  0.09

Atomic forces in eV per Å
0.008 0.119 0.039
-0.043 -0.016 -0.100
-0.038 0.051 -0.065
0.026 0.079 0.001
0.066 -0.006 -0.024
0.026 0.077 0.003
0.056 0.004 0.022
0.013 -0.035 0.018
0.013 0.003 0.002
-0.013 -0.016 -0.012
-0.013 -0.058 0.044
-0.081 -0.040 -0.053
-0.008 0.015 -0.021
-0.026 -0.062 0.043
-0.013 0.016 -0.012
0.004 0.006 -0.016
0.038 -0.037 0.022
-0.007 0.019 0.014
0.002 0.001 -0.003
-0.001 -0.001 0.003
-0.006 0.002 0.004
-0.005 0.017 0.008
0.018 -0.060 -0.003
-0.065 0.221 0.013
0.269 0.106 -0.118
-0.023 -0.032 -0.003
0.065 0.117 0.029
0.002 0.001 0.037
-0.017 0.013 -0.002
0.004 -0.006 0.007
-0.015 -0.032 -0.078
-0.150 -0.182 -0.066
-0.222 0.184 0.104
-0.049 -0.008 0.330
0.146 -0.019 -0.030
0.014 -0.466 -0.446
-0.004 0.004 0.002
-0.001 -0.002 -0.001
0.004 0.006 -0.003
-0.006 0.012 0.003
-0.040 -0.074 0.228
-0.027 -0.007 -0.088
-0.052 -0.014 0.147
0.018 0.034 0.001
0.049 0.063 -0.004
0.009 -0.013 -0.018
-0.019 0.004 0.006
0.010 0.004 0.015
0.033 0.044 0.007
0.089 -0.017 0.036
-0.049 0.025 -0.023
-0.003 -0.005 0.001
0.003 0.003 0.005
-0.007 -0.006 -0.008
0.013 -0.009 0.014
-0.009 -0.005 -0.007
-0.001 0.003 0.000
0.002 -0.001 -0.001
0.001 0.000 0.000
-0.002 -0.016 -0.006
0.002 0.001 0.006
0.000 -0.002 -0.001
-0.001 -0.002 0.000
0.000 -0.002 0.005
0.008 -0.003 -0.007

## Properties
Energy: -3679.95032 hartree
E_LUMO: -0.104 eV
F_max: 0.6 eV/A
Frontier orbital gap: 8.167 eV
Energy above the lowest of the compared OMol25 structures with the same formula, charge and spin: 0.0 kcal/mol
HOMO: -0.304 hartree